{"formula": "C5H12N", "method": "ωB97M-V with the def2-TZVPD basis set", "elements": ["C", "N", "C", "C", "C", "C", "H", "H", "H", "H", "H", "H", "H", "H", "H", "H", "H", "H"], "coordinates": [[-2.019460, 0.972569, -1.351367], [-1.149298, 1.293295, -0.493196], [-0.864260, 0.597561, 0.760730], [0.659736, 0.454957, 0.937771], [1.314304, -0.392955, -0.155240], [1.228479, -1.888454, 0.126587], [-2.148198, 1.552676, -2.252779], [-2.631008, 0.093333, -1.188605], [-0.574349, 2.113412, -0.686887], [-1.388750, -0.356968, 0.717781], [-1.271107, 1.156860, 1.589883], [0.876761, 0.085841, 1.933607], [1.019443, 1.483640, 0.872119], [2.359292, -0.092318, -0.255218], [0.883486, -0.173304, -1.134604], [1.442726, -2.447901, -0.782076], [1.984900, -2.202924, 0.839537], [0.277304, -2.249318, 0.521956]], "atomic_forces_ev_per_a": [[-0.2, -0.3, -0.2], [0.1, 0.5, 0.0], [0.5, -1.0, 0.4], [-0.5, 0.5, -0.9], [0.0, -0.1, 0.3], [0.3, -0.3, -0.2], [0.1, 0.1, -0.1], [0.0, 0.0, 0.1], [0.0, 0.0, 0.1], [0.1, 0.0, 0.0], [-0.3, 0.4, 0.1], [0.0, -0.1, 0.1], [0.3, 0.1, 0.2], [0.0, -0.1, 0.1], [-0.2, 0.1, 0.0], [-0.1, -0.1, 0.0], [0.1, 0.1, 0.2], [-0.2, 0.3, -0.1]], "total_charge": 1, "smiles": "C=[NH+]CCCC", "lumo_energy_ev": -5.15, "e_above_lowest_kcal_mol": 25.1, "homo_lumo_gap_ev": 10.23}

{"formula": "C5H12N2", "method": "ωB97M-V with the def2-TZVPD basis set", "elements": ["C", "C", "C", "C", "C", "N", "N", "H", "H", "H", "H", "H", "H", "H", "H", "H", "H", "H", "H"], "coordinates": [[1.346583, -1.246508, 1.740494], [0.239254, -0.711274, 0.819642], [0.903695, -0.180383, -0.464955], [-0.065451, 0.498415, -1.441895], [-1.452724, 2.079256, -0.426477], [-0.312540, 1.863029, -1.045487], [-0.771094, -1.696000, 0.475877], [1.115302, -2.275802, 2.066893], [2.318918, -1.297867, 1.267062], [1.385621, -0.720023, 2.677099], [-0.283873, 0.125466, 1.291284], [1.455580, -1.021379, -0.927087], [1.622791, 0.550527, -0.077698], [-0.995505, -0.078479, -1.367415], [0.324955, 0.500905, -2.464407], [-2.153936, 1.320086, -0.067629], [-1.729371, 3.090736, -0.166587], [-0.366712, -2.492753, -0.015256], [-1.230981, -2.120870, 1.268228]], "atomic_forces_ev_per_a": [[-0.6, -1.0, 0.5], [0.3, 0.0, -0.5], [-0.1, 0.0, 0.4], [-0.2, 0.6, 1.1], [-1.0, 0.3, 0.6], [0.9, -0.3, -0.6], [-0.4, -0.8, -0.4], [0.0, 0.1, -0.3], [0.3, 0.2, -0.1], [0.4, 0.6, 0.4], [0.0, 0.0, 0.0], [0.0, 0.1, 0.0], [0.2, 0.0, -0.5], [-0.1, -0.2, -0.5], [0.2, -0.3, -0.2], [0.1, -0.3, -0.2], [0.0, 0.3, 0.1], [0.1, 0.3, -0.1], [0.0, 0.3, 0.4]], "total_charge": -1, "lumo_energy_ev": [3.94, 3.77], "e_above_lowest_kcal_mol": 18.6, "spin_multiplicity": 2, "homo_lumo_gap_ev": [2.80, 7.32]}

{"formula": "C5H12N2", "method": "ωB97M-V with the def2-TZVPD basis set", "elements": ["C", "N", "C", "C", "C", "C", "N", "H", "H", "H", "H", "H", "H", "H", "H", "H", "H", "H", "H"], "coordinates": [[2.084877, 2.807551, 0.148448], [1.427237, 1.745748, 0.584613], [0.560107, 0.996446, -0.357154], [0.270519, -0.340465, 0.173418], [-0.986038, -0.919394, -0.249375], [-0.622756, -2.473288, 0.047199], [-2.105615, -0.137344, 0.189728], [2.036259, 3.237768, -0.870841], [2.804791, 3.306575, 0.753719], [1.144366, 0.935660, -1.311587], [-0.327412, 1.564506, -0.688371], [0.320100, -0.168864, 1.379454], [1.216579, -1.005574, 0.006101], [-1.078411, -0.887939, -1.364133], [-1.560449, -3.028264, 0.236976], [-0.008605, -2.644073, 0.914581], [-0.069135, -2.764041, -0.737926], [-2.039799, 0.250158, 1.107278], [-3.066622, -0.475160, 0.037876]], "atomic_forces_ev_per_a": [[-2.1, -3.1, 0.0], [1.7, 3.2, -1.3], [1.6, 2.3, -1.9], [3.4, 0.8, 3.5], [0.1, -2.7, -1.5], [-4.4, 1.7, 2.9], [-1.2, -0.4, 0.2], [-0.3, -0.5, 0.2], [0.2, 0.2, 0.9], [-0.4, -0.2, 0.5], [0.1, -0.1, 0.8], [-0.5, -0.7, -2.6], [-1.9, 1.0, 0.1], [0.3, -0.1, 0.6], [0.5, -0.2, -0.6], [0.1, 0.4, 0.6], [1.5, -1.4, -3.0], [0.2, 0.0, 0.6], [1.1, -0.1, -0.1]], "smiles": "C=NCC[C@@H](C)N", "lumo_energy_ev": 1.16, "e_above_lowest_kcal_mol": 62.0, "homo_lumo_gap_ev": 10.11}

{"formula": "C5H12N2", "method": "ωB97M-V with the def2-TZVPD basis set", "elements": ["C", "C", "N", "C", "C", "C", "N", "H", "H", "H", "H", "H", "H", "H", "H", "H", "H", "H", "H"], "coordinates": [[-0.676389, -1.368792, 1.222230], [-1.201154, 0.011555, 0.849088], [-1.981248, 0.641802, 1.932680], [-0.117689, 0.982374, 0.357306], [0.458291, 0.531875, -0.953639], [1.628260, -0.038962, -1.232804], [1.986730, -0.536546, -2.485210], [-0.170842, -1.792130, 0.358006], [0.053884, -1.306741, 2.028886], [-1.524958, -2.011096, 1.447906], [-1.913525, -0.140449, 0.020738], [-1.411724, 1.332301, 2.410414], [-2.228546, -0.045744, 2.634541], [0.623765, 1.016082, 1.154943], [-0.546676, 1.966258, 0.161563], [-0.141709, 0.793898, -1.816503], [2.356288, -0.128986, -0.419076], [1.224442, -0.568482, -3.142989], [2.857455, -0.233075, -2.888595]], "atomic_forces_ev_per_a": [[0.2, 0.5, -0.5], [-0.9, 0.2, -0.2], [0.3, 0.0, 0.1], [0.1, -0.9, -0.3], [0.2, 0.3, -0.4], [0.1, 0.5, 0.8], [0.0, -0.3, 0.1], [0.1, -0.2, -0.1], [-0.1, -0.1, 0.3], [0.1, -0.1, 0.3], [0.2, 0.0, 0.0], [0.0, 0.0, 0.0], [-0.1, 0.0, 0.0], [0.3, 0.3, 0.0], [-0.1, 0.1, 0.5], [-0.4, -0.2, -0.1], [0.0, -0.3, -0.4], [0.1, 0.2, -0.1], [0.0, 0.0, 0.1]], "smiles": "C[C@@H](N)C/C=C/N", "lumo_energy_ev": 1.20, "e_above_lowest_kcal_mol": 21.0, "homo_lumo_gap_ev": 9.42}

{"formula": "C5H12N2", "method": "ωB97M-V with the def2-TZVPD basis set", "elements": ["H", "N", "C", "N", "C", "C", "C", "C", "H", "H", "H", "H", "H", "H", "H", "H", "H", "H", "H"], "coordinates": [[4.171547, -0.467700, 1.051386], [3.343218, 0.106382, 1.208243], [2.700719, 0.000709, 0.093350], [1.387888, 0.311962, -0.056860], [0.427054, -0.512990, -0.787951], [-0.748898, -0.943041, 0.122525], [-1.610841, 0.161323, 0.689626], [-2.345530, 0.969267, -0.440661], [3.256597, -0.362638, -0.777119], [0.963170, 0.972977, 0.572599], [0.943686, -1.412153, -1.127386], [0.175580, -0.037262, -1.753532], [-1.326384, -1.636106, -0.480837], [-0.218627, -1.419235, 0.950955], [-2.386474, -0.287754, 1.319865], [-1.024034, 0.876463, 1.231809], [-1.777358, 1.209797, -1.323975], [-3.351756, 0.557716, -0.559009], [-2.579549, 1.912278, 0.066973]], "atomic_forces_ev_per_a": [[0.5, 0.9, 0.2], [-0.6, -0.6, -0.8], [0.7, -0.4, 1.3], [-0.7, 0.7, -0.7], [0.5, 0.3, -0.6], [1.4, 0.3, -0.4], [-0.8, 0.1, -2.1], [-0.7, 0.4, 2.5], [-0.7, -0.4, -0.2], [0.4, -0.2, 0.4], [0.1, -0.2, 0.3], [-0.5, 0.1, 0.5], [-0.3, -0.3, 0.3], [-0.4, -0.5, 0.0], [0.3, 0.3, 0.2], [0.3, 0.1, 0.7], [0.0, -0.3, -0.4], [0.4, -0.3, -0.9], [0.1, 0.3, -0.4]], "smiles": "[H]/N=C/NCCCC", "lumo_energy_ev": 1.06, "e_above_lowest_kcal_mol": 29.4, "homo_lumo_gap_ev": 9.75}

{"formula": "C5H12N2", "method": "ωB97M-V with the def2-TZVPD basis set", "elements": ["N", "C", "C", "C", "C", "C", "N", "H", "H", "H", "H", "H", "H", "H", "H", "H", "H", "H", "H"], "coordinates": [[-1.083741, 1.472091, -2.082584], [-0.053870, 0.549703, -1.547846], [-0.478383, -0.069596, -0.224327], [-0.142336, 0.797104, 1.065377], [0.600318, -0.200272, 1.980502], [1.084045, -1.334022, 1.101191], [0.173608, -1.365854, -0.021709], [-0.844541, 1.686793, -3.041112], [-2.067147, 1.251630, -2.022128], [0.857829, 1.117267, -1.717893], [-0.083045, -0.325114, -2.215115], [-1.565693, -0.211264, -0.262104], [-1.073089, 1.090051, 1.538463], [0.431561, 1.644320, 0.699916], [1.324351, 0.352670, 2.582399], [-0.234718, -0.518416, 2.615654], [1.178031, -2.288779, 1.618663], [2.091369, -1.102936, 0.743186], [-0.493318, -2.120310, 0.026284]], "atomic_forces_ev_per_a": [[0.5, 1.1, 0.2], [-2.3, -0.7, -1.8], [0.6, 0.7, 1.3], [0.0, -1.1, -1.6], [-1.2, 1.1, 0.5], [0.7, 0.6, 0.0], [-0.3, -0.5, -0.4], [-0.3, 0.1, 0.0], [0.2, -0.6, 0.1], [0.5, -0.4, 0.9], [0.8, 0.0, 0.0], [0.1, 0.0, -0.3], [0.1, 0.5, 0.0], [0.1, 0.2, 0.4], [0.2, -0.5, 0.1], [0.6, -0.5, 0.4], [-0.3, 0.0, -0.1], [0.1, 0.0, -0.1], [0.0, 0.0, 0.1]], "smiles": "NC[C@@H]1CCCN1", "lumo_energy_ev": 1.10, "e_above_lowest_kcal_mol": 26.2, "homo_lumo_gap_ev": 9.71}